Computed, not measured: a 12-piece molecular cluster, C25H74NO25S overall, with ωB97M-V/def2-TZVPD.

Properties
**Lowest unoccupied orbital energy**: 1.121 eV
**HOMO energy**: -3.840 eV
**Energy relative to the best compared isomer or geometry (same formula, charge and spin)**: 636.13 kJ/mol
**Total charge**: -1

Geometry (Å):
C 51.52 36.73 29.04
N 51.80 36.52 30.50
C 52.14 35.12 30.64
C 53.12 37.26 30.60
C 50.72 36.94 31.36
C 50.98 36.89 32.86
O 49.92 37.59 33.60
H 50.79 36.14 28.98
H 52.52 36.21 28.66
H 51.30 37.76 28.37
H 52.38 34.88 31.75
H 52.86 34.62 29.86
H 51.39 34.46 30.42
H 53.74 37.13 31.43
H 52.90 38.40 30.48
H 53.88 36.97 29.77
H 49.92 36.32 31.28
H 50.52 37.93 31.08
H 51.91 37.33 33.12
H 50.85 35.90 33.34
H 50.31 37.59 34.48
S 52.01 36.68 36.55
O 50.85 35.85 36.99
O 52.91 35.88 35.83
O 51.40 37.78 35.74
O 52.55 37.23 37.81
C 52.24 35.48 23.96
C 52.52 34.82 25.27
O 51.45 34.76 26.10
O 53.35 35.61 23.04
H 51.65 36.33 24.03
H 51.59 34.66 23.43
H 53.19 35.42 25.73
H 52.77 33.91 25.10
H 51.49 34.19 26.73
H 53.91 34.74 23.05
C 47.50 34.58 31.66
C 46.38 33.66 32.04
O 45.18 34.11 31.31
O 48.60 34.34 32.39
H 47.17 35.51 31.80
H 47.93 34.38 30.54
H 46.12 33.74 33.08
H 46.26 32.55 31.75
H 44.32 33.68 31.56
H 48.20 34.82 33.19
C 48.25 38.32 27.54
C 47.38 37.52 26.54
O 47.10 38.36 25.49
O 48.42 37.56 28.87
H 47.79 39.37 27.70
H 49.43 38.49 27.25
H 46.30 37.37 26.96
H 47.91 36.59 26.23
H 46.74 37.83 24.80
H 47.53 37.26 29.18
C 48.99 33.58 27.91
C 49.77 32.38 27.69
O 51.21 32.52 27.74
O 47.68 33.31 27.61
H 49.18 34.31 27.17
H 49.09 33.83 28.94
H 49.33 31.91 26.75
H 49.33 31.62 28.45
H 51.60 31.58 28.00
H 47.20 32.90 28.32
C 55.61 39.90 27.55
C 55.24 38.58 27.04
O 53.87 38.56 27.64
O 56.85 40.26 26.93
H 55.73 39.87 28.63
H 55.04 40.66 27.50
H 55.98 37.94 27.48
H 54.87 38.40 25.99
H 53.16 39.06 26.94
H 56.65 40.72 26.12
C 54.93 38.43 34.17
C 55.20 39.14 35.47
O 55.08 40.58 35.21
O 54.95 37.08 34.45
H 55.67 38.57 33.38
H 53.89 38.47 33.97
H 56.21 38.98 35.73
H 54.46 38.78 36.22
H 54.16 40.86 35.13
H 54.34 36.68 34.98
C 52.28 31.54 34.51
C 51.59 33.03 34.44
O 52.49 33.97 33.99
O 51.18 30.66 34.65
H 53.08 31.06 35.11
H 52.69 31.58 33.66
H 51.28 33.24 35.50
H 50.86 32.94 33.96
H 52.56 34.48 34.77
H 50.44 31.24 34.03
C 55.60 32.92 28.47
C 57.17 32.55 28.48
O 57.23 31.24 28.64
O 55.37 34.27 28.59
H 54.91 32.47 29.28
H 55.14 32.59 27.66
H 57.50 33.21 29.23
H 57.70 32.84 27.66
H 56.98 31.01 29.60
H 55.95 34.89 28.26
C 50.93 40.96 31.81
C 50.89 41.30 30.31
O 49.72 41.86 29.92
O 52.17 40.39 32.12
H 50.31 40.17 32.00
H 50.70 41.81 32.30
H 50.79 40.34 29.92
H 51.49 42.06 29.82
H 49.02 42.25 30.57
H 51.95 39.74 33.02
C 50.11 40.60 36.63
C 50.96 40.92 35.47
O 52.19 40.18 35.28
O 49.47 39.30 36.15
H 49.30 41.44 36.84
H 50.85 40.65 37.37
H 51.38 41.91 35.27
H 50.52 40.76 34.52
H 52.09 39.35 35.66
H 50.16 38.74 35.79

Mulliken population analysis, charges in e, atoms 1 to 6: -0.27, 1.58, -0.48, -0.52, -1.51, 1.22